(1)
{
  "formula": "C4H11NO",
  "method": "ωB97M-V/def2-TZVPD",
  "elements": ["O", "N", "C", "C", "C", "C", "H", "H", "H", "H", "H", "H", "H", "H", "H", "H", "H"],
  "xyz": [[3.7375, 0.7204, 2.2926], [-2.0804, 1.6857, 0.0658], [0.6354, -0.6894, -1.2308], [-0.6047, -0.1839, -0.5541], [-0.9196, 1.1714, -0.4026], [-1.2515, -1.4397, 0.0127], [4.2638, 0.4560, 1.5589], [-0.4086, 1.8862, -1.0807], [-2.1730, -1.2898, 0.5690], [-2.7015, 0.9423, 0.1765], [0.2817, -0.8769, -2.3090], [1.4347, 0.1382, -1.0860], [-0.5526, -1.8750, 0.7139], [-1.5695, -2.1225, -0.7368], [2.8479, 0.7823, 2.1360], [-2.0262, 2.4444, 0.7382], [1.0865, -1.7497, -0.8635]],
  "multiplicity": 2,
  "total_charge": 1,
  "homo_lumo_gap_ev": [10.1, 6.6],
  "total_energy_ev": -7854.355,
  "e_above_lowest_kcal_mol": 45.8
}

***

(2)
{
  "formula": "C3H8IN",
  "method": "ωB97M-V/def2-TZVPD",
  "elements": ["I", "N", "C", "C", "C", "H", "H", "H", "H", "H", "H", "H", "H"],
  "xyz": [[2.8903, -0.0547, 0.2436], [0.9910, -0.0674, -0.2118], [0.2024, 2.0306, -0.1776], [-1.1261, -1.2183, -0.3434], [0.1196, -0.9470, 0.4906], [-0.7200, -1.2159, -1.3817], [0.7457, -1.9577, 0.4928], [-1.8432, -0.3844, -0.1110], [-0.0375, -0.7250, 1.5974], [1.0716, 2.7033, -0.4720], [-0.5363, 1.8607, -0.9041], [0.0060, 2.1072, 0.9222], [-1.7636, -2.1315, -0.1450]],
  "multiplicity": 1,
  "homo_lumo_gap_ev": [7.6, 7.8],
  "total_energy_ev": -12827.161,
  "e_above_lowest_kcal_mol": 78.2
}

***

(3)
{
  "formula": "C5H8N4",
  "method": "ωB97M-V/def2-TZVPD",
  "elements": ["N", "N", "N", "N", "C", "C", "C", "C", "C", "H", "H", "H", "H", "H", "H", "H", "H"],
  "xyz": [[-1.8274, 2.1817, -0.2511], [2.4875, 1.4058, 0.1725], [-0.2049, -1.0514, 0.1162], [0.9824, -0.4589, -0.0969], [-1.6024, 1.0025, -0.1563], [1.3212, 0.8077, 0.2401], [-2.6409, -1.2692, 0.1037], [2.2078, -1.3667, -0.2321], [-1.3626, -0.4208, 0.0727], [-3.4122, -0.7934, -0.5656], [0.4400, 1.2728, 0.7682], [3.1923, 0.7554, -0.1530], [2.8634, -1.3362, 0.6493], [-2.2588, -2.2456, -0.0722], [2.9202, -1.2062, -1.1296], [1.7291, -2.3574, -0.3487], [-3.0763, -1.1511, 1.0976]],
  "multiplicity": 1,
  "smiles": "[H]/N=C\\N(C)/N=C(/C)C#N",
  "homo_lumo_gap_ev": 8.7,
  "total_energy_ev": -11272.078,
  "e_above_lowest_kcal_mol": 57.1
}

***

- Which value of multiplicity does entry 3 give?
  1

***

- Look up the multiplicity of the first one.
  2